1.
The following is a quantum chemistry calculation of C23H15GeN4O2S4SeTi as an isolated structure, from the Open Molecules 2025 dataset.

Summary:
Spin multiplicity ... 3
E_HOMO (alpha / beta) ... -4.63 / -5.39 eV
ΔE to the lowest compared entry with this formula, charge and spin ... 0.841 eV
Kohn-Sham gap (alpha / beta) ... 6.57 / 7.34 eV
Net charge ... -1
E_LUMO (alpha / beta) ... 1.932 / 1.954 eV

Cartesian coordinates (Å):
Ti1 -2.000 -0.522 -14.174
O1 -4.392 6.221 -15.892
C1 -4.014 5.123 -15.559
S1 -5.035 3.817 -14.851
C2 -3.791 2.530 -14.644
C3 -2.590 2.921 -15.127
S2 -1.296 1.754 -15.271
S3 -2.389 4.453 -15.860
S4 -4.175 1.019 -14.032
Ge1 -1.454 0.978 -17.439
C4 -2.830 1.867 -18.472
C5 -4.216 1.693 -18.242
C6 -5.094 2.484 -18.988
C7 -4.653 3.278 -20.018
C8 -3.293 3.427 -20.307
C9 -2.425 2.810 -19.449
C10 -1.839 -0.965 -17.121
C11 -0.883 -1.957 -17.361
C12 -1.078 -3.264 -16.884
C13 -2.269 -3.588 -16.215
C14 -3.242 -2.614 -16.059
C15 -3.038 -1.321 -16.539
H1 -0.085 1.122 -18.122
H2 -4.651 1.005 -17.509
H3 -6.153 2.324 -18.788
H4 -5.384 3.750 -20.630
H5 -2.893 3.841 -21.217
H6 -1.330 2.983 -19.659
H7 0.091 -1.739 -17.723
H8 -0.250 -3.910 -16.999
H9 -2.411 -4.576 -15.781
H10 -4.226 -2.859 -15.530
H11 -3.794 -0.613 -16.357
Se1 0.594 -0.911 -13.431
C16 0.756 -2.770 -13.031
C17 1.292 -3.595 -14.046
C18 1.314 -4.974 -13.835
N1 0.656 -5.552 -12.810
C19 0.239 -4.759 -11.831
C20 0.244 -3.376 -11.895
H12 1.583 -3.192 -14.954
H13 1.719 -5.638 -14.568
H14 -0.332 -5.253 -11.007
H15 -0.206 -2.804 -11.087
O2 -3.015 -2.031 -13.158
N2 -3.132 -1.603 -11.931
C21 -3.615 -2.476 -11.045
C22 -3.783 -2.088 -9.657
N3 -3.886 -1.755 -8.551
C23 -3.961 -3.811 -11.480
N4 -4.348 -4.898 -11.604



2.
The following is a quantum chemistry calculation of C23H16AgBrClIN3O3 as an isolated structure, from the Open Molecules 2025 dataset.

Summary:
Spin multiplicity ... 1
E_HOMO (alpha / beta) ... -2.62 / -2.62 eV
Kohn-Sham gap (alpha / beta) ... 4.92 / 4.92 eV
Net charge ... -1
E_LUMO (alpha / beta) ... 2.298 / 2.298 eV

Cartesian coordinates (Å):
Ag1 0.000 0.000 0.000
Cl1 -3.482 5.963 0.000
C1 -2.259 4.735 0.000
C2 -0.932 5.147 0.000
C3 0.086 4.186 0.000
I1 2.072 4.942 0.000
C4 -0.178 2.797 0.000
O1 0.672 1.849 0.000
C5 -1.508 2.443 0.000
N1 -1.664 1.126 0.000
C6 -2.922 0.645 0.000
C7 -4.054 1.438 0.000
C8 -3.881 2.818 0.000
C9 -2.578 3.366 0.000
H1 -0.690 6.204 0.000
H2 -2.989 -0.438 0.000
H3 -5.041 0.994 0.000
H4 -4.755 3.461 0.000
C10 2.670 1.276 0.006
O2 1.925 0.066 0.000
C11 2.649 -1.102 -0.081
C12 4.032 -1.215 -0.142
C13 4.589 -2.486 -0.197
Br1 6.469 -2.681 -0.268
C14 3.776 -3.622 -0.193
C15 2.367 -3.530 -0.140
C16 1.826 -2.246 -0.085
O3 0.534 -1.856 0.000
C17 1.636 -4.804 -0.111
N2 2.195 -5.972 0.167
C18 1.207 -6.916 0.084
C19 1.270 -8.302 0.275
C20 0.093 -9.048 0.146
C21 -1.118 -8.424 -0.164
C22 -1.194 -7.041 -0.377
C23 -0.002 -6.323 -0.251
N3 0.311 -4.997 -0.421
H5 3.332 1.328 0.876
H6 1.960 2.106 0.078
H7 3.231 1.397 -0.926
H8 4.679 -0.346 -0.139
H9 4.244 -4.606 -0.225
H10 -0.355 -2.505 0.000
H11 2.215 -8.776 0.515
H12 0.126 -10.126 0.292
H13 -2.020 -9.028 -0.248
H14 -2.135 -6.563 -0.623
H15 -0.322 -4.302 -0.773
H16 -1.408 -1.023 0.000



3.
The following is a quantum chemistry calculation of C23H16AsI2N2O6S2W as an isolated structure, from the Open Molecules 2025 dataset.

Summary:
Spin multiplicity ... 1
E_HOMO ... -17.03 eV
ΔE to the lowest compared entry with this formula, charge and spin ... 0.000 eV
Kohn-Sham gap ... 5.37 eV
Net charge ... +3
E_LUMO ... -11.668 eV

Cartesian coordinates (Å):
W1 -0.360 0.442 -0.750
I1 0.233 3.636 -0.486
C1 -1.834 3.930 -0.804
I2 -2.721 2.025 -1.150
H1 -1.983 4.536 -1.690
H2 -2.285 4.361 0.082
O1 -4.039 -0.961 -1.283
As1 -2.642 -1.844 -1.819
O2 -1.581 -0.843 -0.548
O3 -2.203 -0.590 -3.009
C2 -1.699 -0.883 -4.269
C3 -2.521 -1.308 -5.286
C4 -1.979 -1.528 -6.551
C5 -0.631 -1.313 -6.802
C6 0.203 -0.881 -5.785
C7 -0.337 -0.670 -4.517
S1 0.728 -0.228 -3.236
O4 2.072 -0.198 -3.663
O5 0.400 -1.100 -2.036
O6 0.259 1.119 -2.597
H3 -4.813 -1.495 -1.048
H4 -3.580 -1.443 -5.104
H5 -2.628 -1.864 -7.349
H6 -0.225 -1.486 -7.789
H7 1.258 -0.720 -5.958
S2 4.269 0.856 -0.541
C8 2.678 1.150 -0.967
N1 1.765 0.396 -0.377
C9 2.365 -0.543 0.484
C10 1.738 -1.552 1.216
C11 2.527 -2.387 1.979
C12 3.920 -2.237 2.025
C13 4.551 -1.254 1.294
C14 3.753 -0.414 0.519
H8 2.429 1.895 -1.708
H9 0.667 -1.703 1.177
H10 2.065 -3.184 2.545
H11 4.509 -2.911 2.632
H12 5.627 -1.144 1.313
N2 -0.992 0.938 9.073
C15 -0.912 0.921 7.926
C16 -0.812 0.902 6.499
C17 0.069 1.793 5.864
C18 0.171 1.778 4.498
C19 -0.614 0.862 3.746
C20 -1.502 -0.032 4.405
C21 -1.596 -0.008 5.770
C22 -0.510 0.838 2.376
C23 -0.397 0.815 1.133
H13 0.655 2.479 6.459
H14 0.845 2.452 3.988
H15 -2.096 -0.722 3.821
H16 -2.263 -0.678 6.295



Max |F| values, unit hartree/bohr, following the record order: 0.0556; 0.1615; 0.0087.